Entry 1:
# C27H25N3O6S2

The molecule C27H25N3O6S2 at a distorted geometry (ωB97M-V with the def2-TZVPD basis set, OMol25).

```
! wB97M-V def2-TZVPD RIJCOSX def2/J DEFGRID3
* xyz 0 1
C -0.770 -4.534 -0.069
O -1.416 -3.689 -1.017
C -1.978 -2.573 -0.559
O -2.005 -2.230 0.589
C -2.597 -1.787 -1.715
N -3.042 -0.495 -1.275
C -2.152 0.502 -1.136
N -0.899 0.365 -1.443
C -0.133 1.469 -1.231
O -0.605 2.543 -0.860
C 1.317 1.253 -1.418
C 1.812 -0.028 -1.651
C 3.176 -0.245 -1.646
C 4.031 0.817 -1.418
S 5.760 0.462 -1.099
O 6.542 1.646 -1.302
O 6.111 -0.736 -1.803
N 5.847 0.096 0.525
C 5.828 1.180 1.474
C 4.412 1.664 1.822
C 3.357 0.596 1.690
C 2.029 0.927 1.941
C 1.028 -0.017 1.830
C 1.345 -1.316 1.470
C 2.658 -1.652 1.202
C 3.669 -0.702 1.298
C 5.092 -1.056 0.954
C 3.558 2.109 -1.282
C 2.193 2.328 -1.277
S -2.870 1.969 -0.515
C -4.411 1.130 -0.381
C -5.605 1.649 0.093
C -6.720 0.822 0.127
O -7.949 1.197 0.563
C -8.125 2.516 1.025
C -6.616 -0.507 -0.310
C -5.429 -1.019 -0.783
C -4.314 -0.191 -0.823
H -1.260 -4.455 0.903
H -0.840 -5.548 -0.455
H 0.277 -4.242 0.027
H -3.431 -2.352 -2.135
H -1.829 -1.653 -2.482
H 1.116 -0.838 -1.794
H 3.596 -1.225 -1.806
H 6.418 1.985 1.038
H 6.337 0.823 2.376
H 4.407 2.043 2.848
H 4.131 2.497 1.174
H 1.785 1.941 2.224
H 0.001 0.254 2.021
H 0.560 -2.053 1.394
H 2.915 -2.660 0.907
H 5.135 -1.786 0.144
H 5.598 -1.489 1.828
H 4.268 2.914 -1.172
H 1.782 3.316 -1.136
H -5.634 2.673 0.423
H -7.489 2.726 1.890
H -7.922 3.247 0.237
H -9.171 2.587 1.320
H -7.500 -1.122 -0.263
H -5.377 -2.048 -1.102
*
```

LUMO energy	-0.166	eV
SMILES	COC(=O)Cn1/c(=N/C(=O)c2ccc(S(=O)(=O)N3CCc4ccccc4C3)cc2)sc2cc(OC)ccc21
DFT total energy	-2456.00676	Ha
highest occupied orbital energy	-8.158	eV
strongest force on any atom	1.00	eV/Å

***

Entry 2:
# C27H25NO8P2PdSSe

A structure of composition C27H25NO8P2PdSSe at a distorted geometry (ωB97M-V with the def2-TZVPD basis set, OMol25).

```
! wB97M-V def2-TZVPD RIJCOSX def2/J DEFGRID3
* xyz 0 1
Pd 0.292 0.857 0.763
O 3.696 2.302 -0.867
P 2.552 1.302 -1.302
O 2.722 0.725 -2.643
O 2.224 0.377 -0.147
O 1.174 2.283 -1.334
P 1.017 3.508 -0.291
O -0.398 4.125 -0.696
O 2.110 4.482 -0.456
O 0.785 2.801 1.065
H 3.438 3.247 -0.863
H -0.280 4.883 -1.283
Se 1.431 -0.032 2.788
C 0.388 0.709 4.154
C -0.241 -0.132 5.077
C -0.996 0.414 6.101
C -1.154 1.792 6.183
C -0.542 2.630 5.258
C 0.242 2.098 4.251
H -0.133 -1.205 4.983
H -1.478 -0.232 6.822
H -1.763 2.215 6.971
H -0.669 3.702 5.330
H 0.729 2.736 3.525
N -6.814 1.583 2.399
C -5.692 1.467 2.181
C -4.288 1.321 1.906
C -3.685 0.074 2.034
C -2.335 -0.080 1.763
C -1.583 1.017 1.351
C -2.175 2.274 1.272
C -3.529 2.425 1.531
H -4.272 -0.777 2.353
H -1.878 -1.050 1.893
H -1.593 3.143 1.009
H -3.994 3.398 1.454
O -0.029 -1.132 0.476
S -0.594 -1.776 -0.813
C -0.216 -0.666 -2.172
C -0.694 -1.238 -3.480
C -1.997 -1.695 -3.660
C -2.389 -2.211 -4.886
C -1.487 -2.262 -5.940
C -0.194 -1.788 -5.768
C 0.206 -1.279 -4.541
C 0.551 -3.138 -1.127
C 2.000 -2.784 -1.043
C 2.735 -2.522 -2.191
C 4.069 -2.155 -2.095
C 4.674 -2.063 -0.852
C 3.948 -2.344 0.298
C 2.615 -2.701 0.203
H 0.858 -0.481 -2.197
H -0.735 0.262 -1.913
H -2.711 -1.642 -2.846
H -3.402 -2.566 -5.022
H -1.795 -2.662 -6.897
H 0.506 -1.809 -6.593
H 1.204 -0.881 -4.397
H 0.242 -3.493 -2.115
H 0.264 -3.896 -0.396
H 2.261 -2.592 -3.163
H 4.629 -1.927 -2.991
H 5.711 -1.764 -0.778
H 4.420 -2.268 1.269
H 2.040 -2.907 1.098
*
```

LUMO energy (spin up / spin down)	-3.046 / -3.044	eV
DFT total energy	-5310.97273	Ha
highest occupied orbital energy (spin up / spin down)	-9.169 / -9.170	eV
strongest force on any atom	1.62	eV/Å